(1)
This record from OMol25 describes H20O10Xe as an isolated structure. The level of theory is wB97M-V/def2-TZVPD.

```
31
Properties=species:S:1:pos:R:3:forces:R:3:mulliken_charge:R:1
Xe -1.4860 -0.5787 -0.4049 0.00 0.01 -0.07 -0.01
O 0.4820 1.4556 -3.3979 0.12 0.00 0.10 -0.65
H -0.3952 1.2902 -3.7434 -0.29 -0.21 -0.10 0.31
H 0.4956 2.3956 -3.2178 0.05 0.37 -0.09 0.29
O 0.7892 -2.0080 1.9880 -0.34 -0.52 0.08 -0.69
H 1.3392 -2.0223 1.2046 0.85 -0.02 -0.52 0.42
H 0.5296 -1.0915 2.0822 -0.15 0.40 0.50 0.32
O 2.4441 -2.1404 -0.4566 0.29 -0.30 0.39 -0.63
H 1.9868 -2.8479 -0.9110 -0.33 -0.49 0.17 0.33
H 2.1955 -1.3486 -0.9335 -0.04 0.56 -0.27 0.38
O 0.5426 2.7014 1.4198 0.25 -0.03 -0.13 -0.64
H 0.1785 2.9116 0.5598 -0.26 -0.01 -0.26 0.30
H 0.4037 3.4933 1.9392 -0.02 0.25 0.19 0.28
O 2.0601 0.3567 -1.4523 0.33 0.03 0.24 -0.64
H 1.3979 0.8531 -1.9333 -0.47 0.11 -0.59 0.30
H 2.1361 0.8092 -0.6123 0.20 0.01 0.39 0.31
O 1.2270 -1.9877 -3.4761 -0.34 -0.16 -0.18 -0.63
H 2.0185 -2.4575 -3.2135 0.26 -0.10 0.01 0.32
H 1.3328 -1.1123 -3.1036 0.12 0.28 0.09 0.28
O -3.4273 2.8897 -0.0375 0.22 0.40 -0.33 -0.60
H -3.1832 2.0133 0.2600 0.00 -0.27 0.48 0.28
H -4.1598 2.7446 -0.6364 -0.19 0.03 -0.13 0.30
O 0.4125 -4.1146 0.2688 0.05 -0.53 -0.60 -0.60
H -0.4242 -4.4603 -0.0422 -0.13 -0.18 -0.14 0.30
H 0.1734 -3.3824 0.8370 -0.05 0.45 0.66 0.34
O -3.3523 1.2131 2.3185 -0.15 0.00 -0.25 -0.57
H -3.0757 1.6096 3.1446 0.09 0.15 0.15 0.27
H -3.1887 0.2772 2.4348 0.14 -0.30 0.06 0.32
O 0.1000 0.4755 2.9460 -0.33 -0.34 0.31 -0.66
H 0.2181 0.8493 3.8192 0.11 -0.15 0.25 0.27
H 0.2291 1.2130 2.3497 0.02 0.55 -0.45 0.40
```
Positions in Å, forces in eV/Å.

The energy above the lowest of the compared OMol25 structures with the same formula, charge and spin comes out at 47.3 kJ/mol. Its HOMO-LUMO gap is 10.156 eV. The multiplicity is 1. Its total charge is 0. The value obtained for the HOMO energy is -10.5 eV.

(2)
This record from OMol25 describes C16H55BKO17 as an isolated structure in a non-equilibrium geometry. The level of theory is wB97M-V/def2-TZVPD.

```
90
Properties=species:S:1:pos:R:3:forces:R:3:mulliken_charge:R:1
O 0.5714 -0.8102 -4.0817 -0.45 -0.20 0.64 -0.21
H 1.3242 -1.4049 -4.1170 1.57 -1.28 0.52 0.49
H 0.8696 0.0992 -4.1578 -0.31 1.39 -0.26 0.24
H -0.1991 -1.0767 -4.5885 -0.35 0.27 -0.45 0.40
K -0.5717 0.3840 0.2137 0.07 -0.11 0.32 -0.32
B 2.0389 0.2278 -1.1627 -0.03 -0.07 0.06 3.78
H 2.9156 0.1172 -1.7820 3.37 -0.15 -2.35 0.07
H 1.4153 1.0326 -1.5201 -2.34 3.08 -1.36 -1.31
H 1.4462 -0.6719 -1.2224 -2.34 -3.67 -0.11 -0.71
H 2.3364 0.4048 -0.1408 0.93 0.64 3.89 -0.77
C -1.6700 2.8835 2.7201 2.03 0.68 0.97 -0.38
C -0.4088 2.5696 3.6676 -1.03 0.26 -0.64 -0.45
O 0.1588 1.3029 3.5489 0.07 -1.24 -0.48 -0.17
O -1.1861 3.1917 1.4189 -0.41 -0.88 -0.92 -0.44
H -2.1820 3.7418 3.1552 -0.02 0.16 0.03 0.40
H -2.4199 2.0973 2.6325 0.42 -0.32 0.05 0.08
H -0.6972 2.7764 4.6982 0.11 0.17 0.09 0.38
H 0.4640 3.1403 3.3504 -0.66 1.26 0.06 0.22
H -0.0313 0.7456 4.3071 -0.61 -0.42 0.13 0.21
H -0.8672 4.0889 1.2970 -0.06 0.07 0.51 0.27
C -2.7114 -0.7679 4.7023 0.73 -0.10 -0.49 -0.56
C -2.6154 -1.4779 3.2564 -1.26 -0.29 2.58 0.05
O -2.7593 -0.6265 2.2088 1.42 2.85 -2.68 -0.23
O -1.3455 -0.5588 5.2730 -1.72 -0.35 -1.23 -0.50
H -3.4530 -1.2191 5.3615 0.83 -1.27 0.40 0.46
H -3.2738 0.1641 4.6454 0.64 0.80 -0.82 0.26
H -3.4570 -2.1314 3.0269 0.08 -1.05 1.44 0.40
H -1.6687 -2.0097 3.1616 -0.04 0.19 0.14 -0.20
H -3.5744 -0.1202 2.1805 -0.15 -0.37 0.47 0.16
H -1.3676 -0.3636 6.2127 -0.40 -0.12 0.15 0.24
C 2.5874 -2.2022 3.2431 -1.25 0.67 1.34 -0.58
C 2.5044 -0.6710 2.8292 0.68 -2.37 -0.71 0.40
O 2.8395 0.2387 3.8450 0.21 -0.50 0.16 -0.62
O 1.3360 -2.6321 3.8949 0.46 0.49 -0.03 -0.54
H 3.3566 -2.3284 4.0050 0.05 0.23 0.07 0.34
H 2.8435 -2.9273 2.4706 -0.09 0.54 -0.56 0.24
H 1.5408 -0.5564 2.3328 -0.22 0.48 0.37 -0.06
H 3.2493 -0.6452 2.0338 0.24 0.60 -0.14 0.20
H 2.1696 0.9073 4.0055 -0.41 -0.22 -0.41 0.37
H 0.8377 -3.2766 3.3870 0.48 0.00 -0.20 0.25
C 0.3567 2.6975 -3.5918 -1.49 -0.12 1.78 -0.29
C -0.8014 2.5967 -2.5628 1.02 0.93 2.40 -0.35
O -1.3362 1.3127 -2.2540 -0.14 -0.49 -1.25 0.19
O -0.0436 2.0187 -4.7509 0.36 -0.46 -1.06 -0.62
H 1.2021 2.2228 -3.0936 0.16 -0.05 -0.44 -0.22
H 0.6113 3.7364 -3.8015 -0.03 0.00 0.21 0.53
H -1.6552 3.2742 -2.5744 0.17 0.36 -1.01 0.58
H -0.3610 2.8195 -1.5909 0.57 0.76 -0.03 0.11
H -2.1578 1.3346 -2.7501 -0.46 -0.76 -0.25 -0.11
H -0.1415 2.7068 -5.4131 -0.11 -0.40 -0.46 0.33
C 4.0892 -2.7076 -2.9792 1.65 -1.11 -1.01 -0.43
C 4.1872 -3.5379 -1.6906 -2.07 -0.31 -0.28 -0.40
O 3.9543 -2.7422 -0.5540 1.28 0.67 0.81 -0.46
O 2.8742 -2.0330 -3.0767 -1.03 0.17 0.21 -0.47
H 4.1399 -3.2900 -3.8992 0.41 -0.51 0.26 0.39
H 4.8820 -1.9617 -3.0359 0.31 -0.04 0.18 0.25
H 5.0624 -4.1707 -1.5432 0.37 0.67 -0.17 0.36
H 3.3568 -4.2439 -1.6959 -0.15 -0.43 -0.50 0.25
H 3.0584 -2.4191 -0.4330 -0.24 -0.23 -0.44 0.20
H 2.9862 -1.4704 -2.3069 -1.16 1.18 0.33 -0.23
C -5.3136 0.0976 -1.8414 0.31 -0.61 -0.31 -0.17
C -4.7145 1.4411 -2.2222 -0.11 -0.51 0.48 -0.03
O -4.1436 1.4273 -3.5078 0.05 0.37 -0.52 -0.52
O -6.6042 -0.1528 -2.4134 0.52 0.59 0.85 -0.56
H -5.2283 0.0357 -0.7565 -0.78 -0.09 0.34 0.33
H -4.7449 -0.7692 -2.1782 0.56 0.43 -0.23 -0.05
H -3.9133 1.7336 -1.5435 0.04 -0.25 0.33 0.01
H -5.4927 2.1921 -2.0864 -0.09 0.20 -0.30 0.48
H -4.7538 1.8633 -4.1070 0.09 -0.10 -0.27 0.26
H -7.2211 0.2842 -1.8218 -0.48 -0.01 -0.17 0.33
C -1.7708 -3.2724 -1.4051 0.09 -1.06 -1.55 -0.18
C -1.3528 -3.8716 -0.0797 1.05 -0.90 -0.45 -0.53
O -0.7768 -2.8864 0.7176 0.27 1.32 0.88 -0.17
O -3.0017 -2.6947 -1.3238 -2.69 1.73 1.61 -0.50
H -1.7908 -4.0232 -2.1951 0.20 -0.62 0.18 0.50
H -1.1225 -2.5050 -1.8281 1.03 -0.02 0.69 -0.13
H -0.5760 -4.6209 -0.2324 0.17 -0.23 -0.65 0.36
H -2.0868 -4.4312 0.5002 -0.87 0.33 -0.55 0.41
H -0.6124 -3.2891 1.5735 0.12 0.23 0.12 0.03
H -3.6600 -2.7134 -2.0223 0.73 -0.61 -0.36 0.25
C 3.9134 2.6399 0.9807 -1.76 0.02 -0.91 0.14
C 3.0096 3.6041 0.1062 0.88 -0.50 -1.05 -0.28
O 2.9026 3.2778 -1.2626 -0.39 -0.88 -0.94 -0.62
O 4.6201 1.6684 0.1891 0.68 1.71 1.04 -0.59
H 3.3034 2.0774 1.6875 -0.39 0.00 0.02 -0.19
H 4.3964 3.3883 1.6089 1.52 -0.76 -0.22 0.41
H 3.5090 4.5436 -0.1310 -0.20 0.58 1.67 0.38
H 2.0018 3.6508 0.5188 0.00 0.52 0.46 0.09
H 2.6841 2.3502 -1.3782 -0.13 -0.29 0.02 0.14
H 3.9304 1.1755 -0.2616 -0.08 -0.30 -0.04 -0.08
```
Positions in Å, forces in eV/Å.

Its HOMO-LUMO gap is 8.044 eV. The multiplicity is 1. Its total charge is +1. The value obtained for the HOMO energy is -11.1 eV.